Molecular formula: C31H58BBrN2O13S5
Method: DFT, ωB97M-V/def2-TZVPD

```
! wB97M-V def2-TZVPD RIJCOSX def2/J DEFGRID3
* xyz 0 1
C -0.971 -5.180 -1.063
C -0.347 -4.082 -1.996
B -1.243 -2.765 -1.794
O -2.308 -2.590 -2.703
C -0.971 -1.699 -0.572
O -0.113 -2.357 0.345
C -2.351 -1.465 0.039
N -3.280 -1.327 0.669
C -0.364 -0.415 -1.244
C 0.469 -0.928 -2.444
N 1.138 -1.264 -3.279
C -1.467 0.499 -1.913
C -2.027 1.594 -0.969
O -3.373 1.850 -1.428
C 0.625 0.404 -0.333
Br 2.507 -0.235 -0.442
C 0.182 0.560 1.156
C -0.026 2.052 1.611
H -1.679 -5.791 -1.659
H -1.511 -4.761 -0.184
H -0.218 -5.885 -0.655
H -0.481 -4.374 -3.055
H 0.708 -3.840 -1.752
H -3.158 -2.686 -2.242
H 0.789 -2.394 -0.014
H -2.260 -0.087 -2.407
H -0.928 1.033 -2.729
H -1.492 2.559 -1.020
H -2.144 1.234 0.076
H -3.702 2.650 -0.988
H 0.668 1.428 -0.758
H 1.000 0.150 1.784
H -0.723 -0.007 1.433
H 0.764 2.380 2.319
H -0.983 2.123 2.168
H 0.020 2.761 0.762
O -1.821 5.257 2.259
S -3.032 4.776 1.639
O -3.029 3.678 0.700
C -4.230 4.441 2.920
C -4.960 5.767 3.108
C -5.207 6.305 1.693
C -3.898 6.161 0.912
H -3.722 4.095 3.819
H -4.905 3.669 2.550
H -5.890 5.636 3.660
H -4.331 6.466 3.666
H -5.988 5.714 1.212
H -5.543 7.342 1.707
H -4.076 5.956 -0.140
H -3.271 7.046 1.019
O -5.594 4.598 -1.074
S -6.631 5.080 -1.957
O -7.070 6.453 -1.937
C -6.205 4.626 -3.631
C -6.814 3.240 -3.813
C -8.206 3.310 -3.176
C -8.053 3.997 -1.814
H -5.123 4.640 -3.753
H -6.668 5.352 -4.299
H -6.864 2.961 -4.865
H -6.207 2.494 -3.293
H -8.869 3.901 -3.813
H -8.651 2.321 -3.069
H -8.930 4.589 -1.558
H -7.848 3.276 -1.023
O 5.127 -2.841 1.178
S 4.990 -3.794 0.104
O 3.808 -4.615 -0.044
C 5.311 -2.956 -1.443
C 6.818 -3.089 -1.636
C 7.159 -4.533 -1.249
C 6.444 -4.837 0.072
H 4.974 -1.923 -1.381
H 4.766 -3.483 -2.226
H 7.110 -2.864 -2.662
H 7.343 -2.396 -0.974
H 6.799 -5.212 -2.028
H 8.234 -4.683 -1.156
H 6.133 -5.882 0.137
H 7.063 -4.579 0.930
O 6.175 -9.390 -1.210
S 5.239 -8.684 -0.371
O 5.664 -7.658 0.553
C 3.934 -8.028 -1.400
C 2.900 -9.148 -1.456
C 2.798 -9.692 -0.027
C 4.226 -9.882 0.496
H 4.333 -7.760 -2.376
H 3.531 -7.143 -0.902
H 1.939 -8.786 -1.821
H 3.242 -9.939 -2.128
H 2.270 -8.969 0.600
H 2.239 -10.627 0.011
H 4.292 -9.699 1.567
H 4.610 -10.875 0.265
O 4.035 3.254 4.814
S 3.309 3.972 3.798
O 2.526 3.293 2.794
C 2.290 5.207 4.592
C 3.191 6.433 4.691
C 3.916 6.526 3.344
C 4.428 5.124 2.999
H 1.953 4.840 5.559
H 1.434 5.398 3.943
H 2.617 7.334 4.905
H 3.920 6.297 5.494
H 3.214 6.861 2.576
H 4.734 7.247 3.374
H 4.422 4.943 1.926
H 5.427 4.952 3.399
*
```

Output
HOMO-LUMO gap (eV): 9.93
SMILES string: CCB(O)[C@](O)(C#N)[C@@](C#N)(CCO)[C@H](Br)CC.O=S1(=O)CCCC1.O=S1(=O)CCCC1.O=S1(=O)CCCC1.O=S1(=O)CCCC1.O=S1(=O)CCCC1
LUMO energy (eV): 0.51
HOMO energy (eV): -9.425

Löwdin population analysis, charges in e, atoms 1 to 4:
1 C -0.09
2 C -0.14
3 B -0.42
4 O 0.12

---

Molecular formula: C29H35IrO5S
Method: DFT, ωB97M-V/def2-TZVPD

```
! wB97M-V def2-TZVPD RIJCOSX def2/J DEFGRID3
* xyz -1 6
C 0.416 -0.756 -4.195
C 0.157 -1.511 -2.882
C 0.019 0.719 -3.935
C -0.837 0.713 -2.646
H -0.584 1.064 -4.782
H 0.908 1.354 -3.862
C -1.034 -0.765 -2.282
H 1.045 -1.391 -2.245
H -0.034 -2.580 -3.062
C -1.162 -0.785 -0.783
H -1.947 -1.146 -2.765
H -1.818 1.171 -2.852
C -0.320 1.390 -1.332
C 1.834 -0.959 -4.696
C -0.361 -1.365 -5.373
O -0.883 -0.735 -6.274
O 2.805 -1.127 -3.970
O 1.907 -1.003 -6.038
O -0.349 -2.710 -5.343
C -0.937 -3.344 -6.483
H -0.771 -4.407 -6.330
H -0.444 -3.008 -7.397
H -2.006 -3.126 -6.542
C 3.221 -1.259 -6.528
H 3.939 -0.523 -6.147
H 3.141 -1.193 -7.611
H 3.551 -2.261 -6.232
O -0.475 0.319 -0.198
H -0.825 -1.725 -0.320
H -2.231 -0.640 -0.571
C -1.216 2.558 -0.953
C 1.138 1.811 -1.372
H 1.267 2.649 -2.072
H 1.786 0.983 -1.694
H 1.453 2.163 -0.381
H -0.884 3.011 -0.010
H -2.255 2.208 -0.855
H -1.166 3.314 -1.752
Ir -0.180 -0.260 2.584
C -2.062 -0.378 4.295
C -2.541 -0.016 3.003
C -2.143 -1.037 2.082
H -3.120 0.861 2.725
C -1.319 -1.981 2.797
C -1.238 -1.517 4.174
H -0.673 -1.998 4.968
H -2.278 0.144 5.221
H -2.537 -1.189 1.089
H -0.908 -2.897 2.385
C 2.148 0.558 2.763
C 1.924 -0.459 3.732
C 1.418 -1.614 3.060
H 2.083 -0.378 4.805
C 1.335 -1.312 1.638
C 1.792 0.045 1.484
H 1.922 0.557 0.543
H 2.506 1.564 2.946
H 1.174 -2.566 3.516
H 1.064 -2.004 0.850
S -0.401 1.981 2.914
C -0.363 2.260 4.666
C 0.836 2.184 5.394
C 0.826 2.292 6.782
C -0.373 2.524 7.464
C -1.563 2.672 6.744
C -1.555 2.545 5.356
H 1.768 2.023 4.862
H 1.768 2.192 7.327
H -0.377 2.598 8.554
H -2.503 2.879 7.261
H -2.476 2.615 4.780
*
```

Output
HOMO-LUMO gap (alpha / beta) (eV): 1.09 / 6.16
<S²>: 8.77
LUMO energy (alpha / beta) (eV): 1.61 / 1.13
HOMO energy (alpha / beta) (eV): 0.510 / -5.026

Löwdin population analysis, charges in e, atoms 1 to 4:
1 C -0.24
2 C -0.05
3 C -0.02
4 C -0.17

---

Molecular formula: CH3NS
Method: DFT, ωB97M-V/def2-TZVPD

```
! wB97M-V def2-TZVPD RIJCOSX def2/J DEFGRID3
* xyz 0 1
C 0.159 0.916 0.268
N -0.664 -0.018 0.369
S -0.041 -1.338 -0.700
H 0.084 1.811 0.833
H 0.941 1.144 -0.533
H -0.480 -2.514 -0.236
*
```

Output
HOMO-LUMO gap (eV): 9.99
SMILES string: C=NS
LUMO energy (eV): 0.75
HOMO energy (eV): -9.249
ΔE to the lowest compared entry with this formula, charge and spin (kJ/mol): 167.3

natural (NBO) population analysis, charges in e, atoms 1 to 4:
1 C -0.07
2 N -0.46
3 S 0.07
4 H 0.18

---

Molecular formula: C41H33N2O4SSbW
Method: DFT, ωB97M-V/def2-TZVPD

```
! wB97M-V def2-TZVPD RIJCOSX def2/J DEFGRID3
* xyz 2 3
W -0.449 0.892 0.040
O -4.009 0.712 -1.737
S -2.684 0.212 -1.619
O -2.273 -0.298 -0.255
N -1.508 1.272 -1.768
C -1.737 2.646 -2.019
C -2.016 3.217 -3.222
C -2.164 4.623 -3.341
C -2.019 5.434 -2.258
C -1.726 4.869 -0.990
C -1.610 5.629 0.196
C -1.371 5.016 1.397
C -1.190 3.622 1.412
N -1.279 2.881 0.319
C -1.584 3.479 -0.876
C -2.450 -1.095 -2.737
C -3.580 -1.872 -2.991
C -3.442 -2.990 -3.798
C -2.204 -3.309 -4.338
C -1.094 -2.512 -4.085
C -1.206 -1.392 -3.280
H -2.138 2.590 -4.096
H -2.396 5.044 -4.310
H -2.136 6.506 -2.346
H -1.726 6.705 0.146
H -1.301 5.570 2.321
H -0.973 3.116 2.345
H -4.540 -1.607 -2.571
H -4.306 -3.605 -4.011
H -2.104 -4.179 -4.974
H -0.138 -2.759 -4.528
H -0.349 -0.756 -3.104
C 2.223 1.875 3.281
C 1.745 1.891 1.872
O 0.734 1.170 1.608
C 2.330 2.696 0.833
C 3.340 3.623 1.169
C 3.876 4.454 0.220
C 3.411 4.361 -1.098
C 2.445 3.450 -1.467
C 1.897 2.594 -0.513
O 1.031 1.661 -0.939
H 1.643 1.152 3.849
H 2.113 2.868 3.723
H 3.281 1.613 3.318
H 3.684 3.688 2.192
H 4.643 5.168 0.481
H 3.828 5.018 -1.852
H 2.112 3.363 -2.493
C -1.359 -6.082 -1.083
C -2.212 -5.222 -0.405
C -1.758 -3.978 0.012
C -0.440 -3.614 -0.250
C 0.417 -4.467 -0.940
C -0.048 -5.710 -1.349
Sb 0.237 -1.760 0.382
C 2.270 -2.057 0.799
C 2.750 -3.198 1.439
C 4.102 -3.329 1.718
C 4.992 -2.328 1.347
C 4.530 -1.204 0.677
C 3.175 -1.075 0.398
C -0.617 -1.664 2.322
C -0.177 -2.528 3.324
C -0.618 -2.384 4.632
C -1.498 -1.362 4.966
C -1.954 -0.497 3.984
C -1.519 -0.660 2.674
H -1.716 -7.052 -1.402
H -3.230 -5.521 -0.194
H -2.425 -3.317 0.554
H 1.443 -4.187 -1.147
H 0.615 -6.387 -1.872
H 2.090 -4.015 1.702
H 4.466 -4.219 2.215
H 6.047 -2.438 1.561
H 5.224 -0.440 0.352
H 2.835 -0.209 -0.159
H 0.507 -3.334 3.105
H -0.276 -3.074 5.392
H -1.840 -1.257 5.987
H -2.667 0.279 4.228
H -1.983 -0.019 1.927
*
```

Output
HOMO-LUMO gap (alpha / beta) (eV): 6.79 / 6.80
<S²>: 2.01
LUMO energy (alpha / beta) (eV): -6.59 / -7.05
HOMO energy (alpha / beta) (eV): -13.381 / -13.849
ΔE to the lowest compared entry with this formula, charge and spin (kJ/mol): 52.1

Löwdin population analysis, charges in e, atoms 1 to 4:
1 W 1.56
2 O -0.20
3 S 0.66
4 O -0.50

---

Molecular formula: C28H31BGeLiN8
Method: DFT, ωB97M-V/def2-TZVPD

```
! wB97M-V def2-TZVPD RIJCOSX def2/J DEFGRID3
* xyz 2 2
Li 0.000 -0.248 -0.640
C 3.227 -0.561 -2.414
C 2.674 -1.582 -1.471
C 3.264 -2.774 -1.032
C 2.354 -3.314 -0.159
N 1.281 -2.492 -0.098
N 1.487 -1.415 -0.900
B 0.000 -2.572 0.765
N -1.282 -2.491 -0.097
C -2.357 -3.311 -0.154
C -3.267 -2.771 -1.027
C -2.675 -1.581 -1.470
C -3.227 -0.561 -2.414
N -1.487 -1.416 -0.901
N 0.000 -1.440 1.806
C 0.001 -1.404 3.155
C 0.003 -0.090 3.553
C 0.003 0.642 2.361
C 0.005 2.126 2.174
N 0.002 -0.167 1.310
N 0.000 -4.029 1.360
C -0.003 -5.188 0.527
C -0.001 -6.275 1.335
C 0.004 -5.759 2.645
C 0.007 -6.432 3.943
N 0.004 -4.347 2.593
H 4.171 -0.900 -2.835
H 2.538 -0.377 -3.240
H 3.413 0.380 -1.894
H 4.222 -3.177 -1.311
H 2.425 -4.214 0.430
H -2.429 -4.210 0.437
H -4.226 -3.173 -1.305
H -4.172 -0.899 -2.833
H -3.410 0.382 -1.896
H -2.538 -0.381 -3.242
H 0.001 -2.305 3.741
H 0.004 0.287 4.561
H 0.001 2.639 3.135
H 0.903 2.445 1.637
H -0.887 2.447 1.629
H -0.006 -5.087 -0.547
H -0.002 -7.312 1.046
H 0.007 -7.513 3.842
H 0.881 -6.110 4.520
H -0.863 -6.110 4.525
Ge -0.002 2.986 -1.371
C 1.678 3.722 -1.044
C 2.687 3.356 -1.947
C 3.913 3.997 -1.894
C 4.138 4.972 -0.933
C 3.145 5.324 -0.020
C 1.910 4.709 -0.074
C -1.682 3.722 -1.044
C -2.690 3.357 -1.949
C -3.916 3.998 -1.896
C -4.142 4.972 -0.933
C -3.149 5.322 -0.019
C -1.915 4.707 -0.073
H -0.002 1.779 -2.317
H 2.515 2.583 -2.688
H 4.693 3.732 -2.595
H 5.098 5.469 -0.892
H 3.338 6.082 0.727
H 1.140 4.992 0.631
H -2.518 2.585 -2.690
H -4.696 3.734 -2.598
H -5.102 5.468 -0.893
H -3.344 6.079 0.728
H -1.145 4.989 0.633
*
```

Output
HOMO-LUMO gap (alpha / beta) (eV): 6.42 / 5.06
<S²>: 0.76
LUMO energy (alpha / beta) (eV): -7.26 / -8.62
HOMO energy (alpha / beta) (eV): -13.681 / -13.678
ΔE to the lowest compared entry with this formula, charge and spin (kJ/mol): 0.8

natural (NBO) population analysis, charges in e, atoms 1 to 4:
1 Li 0.86
2 C -0.65
3 C 0.18
4 C -0.32

---

Molecular formula: C14H28Br14
Method: DFT, ωB97M-V/def2-TZVPD

```
! wB97M-V def2-TZVPD RIJCOSX def2/J DEFGRID3
* xyz 0 1
Br 16.253 -27.438 22.255
C 15.838 -25.470 22.144
C 17.089 -24.679 21.640
Br 16.733 -22.847 20.842
H 15.402 -25.167 23.096
H 15.070 -25.394 21.375
H 17.432 -25.325 20.832
H 17.985 -24.608 22.257
Br 24.744 -22.063 18.392
C 26.429 -21.824 17.198
C 26.012 -21.899 15.703
Br 25.745 -23.799 15.127
H 27.289 -22.394 17.549
H 26.901 -20.861 17.396
H 26.613 -21.292 15.026
H 25.001 -21.507 15.594
Br 16.496 -24.032 32.303
C 18.377 -23.503 31.791
C 18.307 -22.815 30.518
Br 20.147 -22.386 29.838
H 18.953 -24.423 31.688
H 18.900 -22.971 32.587
H 17.881 -21.838 30.749
H 17.695 -23.424 29.854
Br 30.635 -22.633 24.179
C 30.339 -23.961 22.753
C 29.384 -24.992 23.417
Br 29.204 -26.626 22.191
H 31.288 -24.442 22.519
H 29.977 -23.502 21.833
H 28.428 -24.515 23.632
H 29.994 -25.214 24.293
Br 18.059 -17.426 29.799
C 19.117 -16.559 28.423
C 20.540 -17.023 28.500
Br 21.645 -16.343 26.995
H 18.970 -15.496 28.613
H 18.683 -16.773 27.447
H 20.779 -18.059 28.742
H 20.983 -16.617 29.409
Br 20.638 -21.512 24.583
C 22.440 -21.044 23.898
C 23.250 -20.954 25.137
Br 25.093 -21.278 24.452
H 22.502 -20.172 23.247
H 22.772 -21.815 23.203
H 23.029 -21.622 25.969
H 23.257 -19.972 25.609
Br 20.835 -17.852 18.678
C 22.127 -17.378 17.186
C 21.137 -17.097 15.937
Br 22.185 -16.945 14.183
H 22.815 -18.221 17.113
H 22.629 -16.469 17.518
H 20.637 -16.133 16.033
H 20.369 -17.869 15.890
*
```

Output
HOMO-LUMO gap (eV): 10.34
SMILES string: BrCCBr.BrCCBr.BrCCBr.BrCCBr.BrCCBr.BrCCBr.BrCCBr
LUMO energy (eV): 0.13
HOMO energy (eV): -10.216
ΔE to the lowest compared entry with this formula, charge and spin (kJ/mol): 335.3

natural (NBO) population analysis, charges in e, atoms 1 to 4:
1 Br -0.03
2 C -0.41
3 C -0.43
4 Br -0.03

---

no.,F_max (eV/Å)
1,5.2
2,3.4
3,3.0
4,1.9
5,0.4
6,2.6